No. 1
The following is a DFT calculation (ωB97M-V/def2-TZVPD) of 10 unconnected molecules or ions with the total composition C41H65O29S.

```
136
Properties=species:S:1:pos:R:3:forces:R:3:mulliken_charge:R:1
O -2.1211 -6.6870 -6.3181 -0.08 -0.17 -0.08 -0.420
C -2.5589 -5.6855 -5.8515 0.32 -0.18 -0.29 0.156
O -3.4065 -4.8507 -6.5358 -0.05 -0.12 0.78 -0.392
C -4.7515 -5.3585 -6.5740 -0.61 0.53 -0.67 -0.220
C -5.7550 -4.2499 -6.1805 0.13 -0.84 0.27 -0.597
C -6.7433 -4.6688 -5.0698 0.45 0.43 -0.53 -0.553
C -8.0455 -5.2975 -5.5929 0.60 0.90 0.12 -0.621
S -8.0035 -7.1148 -5.7483 -1.17 -0.46 0.94 -0.036
H -2.2903 -5.3719 -4.8315 -0.13 0.39 -0.12 0.388
H -4.8382 -6.2302 -5.9178 0.08 0.01 -0.03 0.652
H -4.9832 -5.6569 -7.5973 0.26 -0.34 0.09 -0.277
H -6.3383 -3.9689 -7.0599 0.21 0.28 0.00 0.424
H -5.1594 -3.4011 -5.8446 -0.21 0.08 0.01 0.332
H -7.0428 -3.7542 -4.5532 -0.15 -0.23 0.21 0.025
H -6.2221 -5.2978 -4.3423 -0.26 0.03 0.16 0.519
H -8.2909 -4.8424 -6.5525 -0.07 -0.38 -0.11 0.461
H -8.8534 -5.0825 -4.8948 -0.07 -0.45 -0.02 0.484
H -8.3538 -7.4811 -7.0035 0.83 0.21 -0.07 0.307
H -6.7498 -7.5680 -5.5259 0.05 0.36 -0.80 0.293
C -1.7493 -8.3841 -11.0688 -0.05 -0.37 0.07 -1.350
C -3.1975 -7.9677 -11.2150 0.54 -0.01 -0.08 0.443
C -3.4201 -6.4752 -11.2768 0.02 0.13 -0.16 -0.473
O -4.7348 -6.3398 -10.7113 0.00 -0.01 0.14 -0.319
C -4.9304 -7.3900 -9.8901 0.26 -0.13 -0.11 0.714
O -5.8343 -7.4787 -9.1136 -0.28 0.07 0.27 -0.586
O -3.9700 -8.3178 -10.0467 -0.29 0.09 -0.05 -0.332
H -1.0944 -7.7316 -11.6465 -0.05 0.04 -0.01 0.360
H -1.4449 -8.3631 -10.0228 -0.02 0.20 0.00 0.347
H -1.6034 -9.4020 -11.4280 0.01 0.01 0.02 0.344
H -3.6539 -8.4652 -12.0737 -0.10 0.06 0.03 0.264
H -3.4001 -6.0844 -12.2910 -0.18 0.04 0.03 0.326
H -2.7150 -5.9137 -10.6597 0.02 -0.09 0.05 0.307
C -2.9356 -1.2422 -3.3576 -0.22 0.18 -0.42 -1.174
C -4.1777 -1.1944 -2.4924 0.55 -0.05 -0.04 0.606
C -4.0830 -1.9236 -1.1656 -0.08 0.07 -0.01 -0.124
O -5.4500 -2.3290 -0.9526 0.01 -0.06 -0.09 -0.340
C -6.0459 -2.4294 -2.1521 0.11 0.10 0.08 0.583
O -7.1127 -2.9272 -2.3440 -0.12 -0.13 -0.12 -0.573
O -5.2702 -1.8999 -3.1260 -0.17 0.00 0.12 -0.340
H -2.0374 -1.1903 -2.7552 0.08 -0.05 0.16 0.240
H -2.9118 -2.1554 -3.9540 -0.01 -0.09 0.15 0.242
H -2.9226 -0.4042 -4.0561 -0.02 -0.05 -0.01 0.340
H -4.4965 -0.1607 -2.3386 -0.08 -0.04 0.05 0.240
H -3.7416 -1.2934 -0.3525 -0.10 -0.02 0.04 0.052
H -3.4555 -2.8159 -1.2107 0.03 0.04 -0.07 0.261
C -1.0319 3.6173 -1.0951 -0.28 0.06 0.28 -1.459
C -0.4288 2.3275 -0.5814 0.00 0.49 -0.25 0.533
C 0.5795 1.6970 -1.5083 0.23 0.03 0.09 -0.297
O 0.4430 0.2947 -1.1942 -0.23 -0.04 -0.03 -0.312
C -0.7975 0.1039 -0.7298 0.14 0.12 0.05 0.641
O -1.3101 -0.9653 -0.5574 -0.04 -0.07 0.08 -0.596
O -1.4203 1.2760 -0.4862 0.04 -0.14 0.12 -0.269
H -0.2869 4.2099 -1.6258 0.05 -0.07 -0.02 0.368
H -1.8703 3.4152 -1.7616 0.13 -0.07 -0.13 0.374
H -1.4126 4.2206 -0.2712 -0.02 -0.01 -0.03 0.358
H -0.0058 2.4751 0.4149 0.04 -0.13 -0.01 0.309
H 1.5933 2.0334 -1.3196 0.05 -0.23 0.04 0.111
H 0.3467 1.8434 -2.5636 -0.05 0.03 0.02 0.222
C 5.7110 0.3259 -1.6011 -0.18 -0.35 0.09 -1.123
C 5.1703 0.9943 -2.8448 0.36 -0.20 0.39 0.407
C 5.8209 2.3126 -3.1904 0.10 0.10 -0.12 -0.405
O 4.7574 3.0195 -3.8463 -0.05 -0.05 0.09 -0.368
C 3.5924 2.5233 -3.3718 0.05 -0.05 0.17 0.653
O 2.5215 3.0156 -3.5322 -0.10 0.16 -0.18 -0.522
O 3.8019 1.3958 -2.6586 -0.06 0.06 -0.27 -0.258
H 6.7890 0.4642 -1.5074 0.00 0.06 -0.07 0.352
H 5.2198 0.7130 -0.7093 0.07 0.16 -0.04 0.108
H 5.5185 -0.7465 -1.6288 0.01 0.01 0.01 0.369
H 5.2065 0.3131 -3.6990 -0.05 0.08 -0.06 0.257
H 6.6745 2.2025 -3.8550 -0.10 0.10 -0.12 0.322
H 6.1229 2.8811 -2.3070 -0.04 -0.08 0.06 0.214
C 7.6715 3.0925 2.8577 0.17 -0.25 -0.64 -1.421
C 6.5341 3.3778 1.9004 0.54 -0.05 0.39 0.644
C 5.4312 4.2160 2.4930 -0.06 0.18 0.02 -0.521
O 4.2828 3.7712 1.7593 -0.10 -0.09 -0.03 -0.330
C 4.5209 2.5076 1.3457 0.25 -0.03 0.18 0.609
O 3.6967 1.7862 0.8779 -0.07 -0.04 -0.14 -0.550
O 5.8215 2.1701 1.5433 -0.43 0.29 -0.20 -0.375
H 7.8743 3.9507 3.4910 -0.06 0.04 0.04 0.278
H 7.4464 2.2350 3.4825 -0.16 0.10 0.16 0.385
H 8.5851 2.8625 2.3072 -0.01 0.00 0.03 0.346
H 6.9113 3.8233 0.9753 -0.14 0.02 -0.03 0.235
H 5.5854 5.2825 2.3478 -0.14 -0.01 -0.09 0.355
H 5.2714 4.0163 3.5551 0.08 -0.08 -0.01 0.332
C 12.4530 4.4319 5.3841 -0.11 0.11 -0.37 -1.517
C 11.0792 4.5343 6.0149 0.61 0.08 -0.09 0.719
C 10.9483 3.8194 7.3369 0.01 0.10 0.27 -0.600
O 9.5600 3.4612 7.3587 -0.01 -0.08 -0.16 -0.361
C 9.1474 3.3636 6.0726 0.08 0.11 -0.02 0.652
O 8.1042 2.9024 5.7319 -0.06 -0.03 0.30 -0.519
O 10.0799 3.8555 5.2266 -0.20 -0.04 0.16 -0.302
H 13.2362 4.4749 6.1414 -0.04 -0.01 0.05 0.368
H 12.5528 3.5068 4.8162 0.00 -0.10 0.17 0.346
H 12.6188 5.2552 4.6900 0.01 -0.02 0.00 0.377
H 10.7754 5.5763 6.1064 -0.12 -0.05 0.07 0.207
H 11.1875 4.4571 8.1849 -0.18 -0.01 0.03 0.323
H 11.5479 2.9068 7.3921 0.00 0.01 -0.10 0.358
C -3.1679 -1.4457 3.1879 -0.22 -0.22 0.21 -1.493
C -4.0071 -0.1873 3.1029 0.34 -0.44 -0.03 0.886
C -3.4033 0.9057 2.2567 -0.06 0.08 -0.20 -0.231
O -3.9293 2.0915 2.8629 0.03 -0.08 0.08 -0.382
C -4.1964 1.8044 4.1604 0.03 -0.03 0.07 0.623
O -4.4649 2.6075 4.9909 -0.08 0.04 0.04 -0.548
O -4.1117 0.4656 4.3830 0.02 0.22 -0.28 -0.441
H -2.6780 -1.6551 2.2354 0.01 0.07 -0.02 0.308
H -2.4116 -1.3533 3.9667 0.09 0.14 -0.10 0.397
H -3.7879 -2.3060 3.4399 0.03 0.01 0.02 0.384
H -5.0203 -0.4281 2.7677 -0.02 0.11 -0.01 0.275
H -3.7048 0.8444 1.2135 -0.02 0.18 0.02 0.082
H -2.3124 0.9345 2.3112 -0.01 -0.09 0.05 0.162
C -6.8457 0.0266 6.1306 0.15 -0.26 -0.22 -1.042
C -8.0712 0.2703 5.2757 0.33 0.01 0.38 0.566
C -9.1932 1.0028 5.9722 -0.11 0.18 -0.03 -0.479
O -10.3534 0.5030 5.2964 0.07 -0.06 0.05 -0.334
C -10.0513 -0.7282 4.8155 0.06 -0.03 0.00 0.611
O -10.8406 -1.4946 4.3721 -0.05 -0.03 -0.05 -0.533
O -8.7179 -0.9639 4.9154 -0.13 0.11 -0.11 -0.347
H -6.6481 0.8730 6.7887 -0.03 0.04 -0.05 0.374
H -6.9623 -0.8756 6.7314 -0.20 0.09 0.09 0.388
H -5.9686 -0.1134 5.5033 -0.02 0.00 0.13 -0.061
H -7.7927 0.7812 4.3493 -0.11 0.04 -0.01 0.220
H -9.1252 2.0827 5.8627 -0.14 -0.02 -0.07 0.321
H -9.2684 0.7522 7.0333 0.08 -0.07 -0.02 0.313
C 4.4713 5.7006 8.1411 -0.07 -0.17 -0.32 -1.453
C 5.9573 5.4280 8.2465 -0.46 0.04 0.12 0.602
C 6.6514 6.1545 9.3752 0.06 -0.07 0.18 -0.583
O 7.9801 6.3152 8.8627 -0.04 0.07 -0.06 -0.335
C 7.8982 6.3203 7.5144 -0.09 -0.05 -0.07 0.621
O 8.7872 6.6254 6.7834 0.10 -0.04 -0.02 -0.577
O 6.6691 5.9377 7.1030 0.19 -0.03 0.08 -0.299
H 4.0179 5.7898 9.1287 0.05 0.01 0.03 0.372
H 4.2844 6.6141 7.5772 0.08 0.10 0.14 0.357
H 3.9673 4.8886 7.6177 0.00 0.03 0.00 0.350
H 6.1460 4.3531 8.3011 0.12 0.03 0.01 0.245
H 6.6678 5.5825 10.2998 0.17 0.00 -0.03 0.331
H 6.2278 7.1429 9.5703 -0.05 -0.01 -0.08 0.338
```
Forces are in eV/Å.

Summary:
Charge: +1
Spin multiplicity: 1
E_HOMO in eV: -11.7478

No. 2
The following is a DFT calculation (ωB97M-V/def2-TZVPD) of a molecular structure, C36H37ClFN5O6SiY.

```
88
Properties=species:S:1:pos:R:3:forces:R:3:mulliken_charge:R:1
Y -0.0777 -0.1187 -0.4422 -0.89 0.32 0.58 0.856
C 1.7388 -0.3030 -4.5921 -1.10 -0.02 -0.61 -1.737
C 1.0776 -0.8664 -3.3807 -0.53 -2.51 0.49 0.532
O 0.8753 -0.0577 -2.4238 -0.17 0.67 0.27 -0.223
C 0.6589 -2.2165 -3.3232 1.33 1.42 -0.76 -1.208
C -0.1697 -2.8335 -2.3622 0.10 -0.09 -0.86 1.363
C -0.5846 -4.2314 -2.6854 0.42 0.13 -0.94 -1.670
N -0.6334 -2.2678 -1.2954 0.12 0.44 -0.70 0.677
N -1.4961 -3.1037 -0.6080 -0.01 0.43 1.32 -1.002
C -1.6171 -2.6532 0.6083 -0.46 -1.07 -0.28 0.188
O -1.0993 -1.5789 1.0967 0.12 0.21 -0.54 0.464
C -2.3883 -3.5427 1.5395 -0.04 0.13 -0.57 -0.109
C -2.8457 -2.9492 2.6744 -0.36 0.58 1.40 -0.020
C -3.3597 -3.6833 3.7463 -0.78 0.68 -0.12 -0.886
C -3.6424 -4.9974 3.5410 0.42 -2.63 0.58 -0.329
C -3.2640 -5.6366 2.3187 -0.52 -0.80 2.22 -0.471
C -2.6294 -4.9203 1.3626 0.58 0.30 -1.45 -0.306
H 2.3368 -0.9829 -5.1732 0.26 -0.53 0.01 0.462
H 2.3285 0.5228 -4.2593 0.32 0.78 -0.13 0.316
H 0.9051 0.0037 -5.2698 0.68 0.24 0.43 0.209
H 1.0864 -2.8854 -4.0612 -0.26 0.18 -0.24 0.166
H -0.0762 -4.6427 -3.5731 0.07 0.14 0.60 0.398
H -1.6273 -4.2265 -2.9054 -0.98 0.06 -0.21 0.332
H -0.5184 -4.8151 -1.8037 0.38 -0.93 0.64 0.335
H -2.8383 -1.8734 2.7735 0.53 0.08 -0.04 0.270
H -3.6085 -3.1759 4.6827 0.03 -0.22 -0.31 0.368
H -3.9822 -5.6808 4.3763 0.16 1.06 -0.99 0.255
H -3.3340 -6.7498 2.2934 -0.19 1.08 -0.36 0.298
H -2.3347 -5.4334 0.4440 0.20 0.41 0.23 0.369
O 0.2578 3.6961 -7.3067 -0.20 -0.16 0.24 -0.511
C 0.7969 4.3225 -6.2138 0.69 0.89 -2.45 0.590
O 1.5169 5.2606 -6.5034 -0.52 -0.63 1.12 -0.601
C 0.5011 3.8219 -4.8776 -0.19 -0.43 0.43 0.956
C -0.6197 3.0136 -4.5591 1.25 0.62 -0.57 -1.198
C -0.8024 2.5816 -3.2502 -3.27 -0.49 -2.76 -0.162
C 0.0023 3.0631 -2.3181 2.38 -0.08 2.87 -0.691
C 1.1397 3.7779 -2.6209 1.19 0.85 -0.73 -0.076
C 1.4441 4.1673 -3.8982 -1.00 -0.28 -0.86 -1.086
N -0.1382 2.5315 -1.0233 0.18 -1.01 0.94 1.643
C -0.4557 3.2154 -0.0182 -0.63 1.02 -0.86 -1.470
C -0.8494 2.6592 1.2730 0.52 -0.05 -1.54 1.176
C -1.3114 3.4949 2.2171 -0.72 -0.15 2.05 -0.966
C -1.6539 2.9522 3.4638 -0.26 2.64 0.85 -0.784
C -1.5120 1.6161 3.7080 0.33 1.04 -1.56 -1.208
C -1.1489 0.8812 2.6082 -0.15 -1.91 -0.49 -1.212
N -0.8572 1.3475 1.4166 0.53 0.06 0.01 1.831
H -0.1616 2.8600 -7.0895 -0.10 -0.13 0.27 0.317
H -1.2795 2.7328 -5.3763 -0.19 -0.04 0.36 0.321
H -1.6981 2.0131 -2.9542 0.72 0.09 -0.19 0.183
H 1.9267 4.0128 -1.9621 0.27 -0.08 1.57 0.467
H 2.3730 4.6776 -4.1917 -0.64 -0.18 0.33 0.406
H -0.6469 4.2877 -0.1034 0.18 0.12 -0.08 0.301
H -1.4826 4.5227 2.0175 0.13 0.76 -0.11 0.586
H -1.9832 3.7288 4.2141 0.24 -1.33 -0.57 0.289
H -1.6547 1.1261 4.6076 -0.47 -0.61 1.70 0.732
H -1.1498 -0.1945 2.5813 0.10 -0.38 0.63 0.731
C 4.1060 -1.4469 2.2286 -0.95 -1.46 -2.63 -1.249
Si 2.2346 -1.6223 1.6550 1.16 -0.17 -0.85 0.426
C 2.2314 -2.7249 0.1042 -1.03 0.26 -0.86 -0.847
C 1.3363 -2.7005 2.8919 0.14 -0.29 0.77 -1.271
N 1.7276 -0.0400 1.1255 -0.04 -0.26 -0.31 0.059
C 2.2498 1.0421 1.7876 -0.46 -0.33 0.84 0.211
C 2.3921 0.9931 3.2170 -2.16 -2.49 -0.69 0.400
C 2.9656 1.9199 4.0075 1.28 1.70 0.15 -0.776
C 3.4571 3.0591 3.3057 -1.03 -0.60 0.70 -0.818
C 3.1459 3.2566 1.9659 1.06 0.44 0.96 -0.802
C 2.6225 2.2565 1.2195 -0.26 -1.49 -1.94 0.413
F 2.6348 2.3382 -0.1887 -0.27 0.29 1.57 -0.363
H 4.6908 -2.2441 1.6476 -0.72 0.59 1.42 0.335
H 4.1996 -1.4278 3.2852 0.57 -0.12 0.84 0.312
H 4.4562 -0.5565 1.7411 0.20 0.83 0.22 0.335
H 2.9414 -3.5413 0.2108 0.53 0.14 -0.12 0.627
H 2.4136 -2.1179 -0.8476 -0.06 -1.00 1.11 -0.056
H 1.2651 -3.2905 -0.0131 0.66 0.81 0.07 0.099
H 0.9814 -2.2211 3.7914 0.50 0.47 0.73 0.402
H 1.9964 -3.5454 3.1643 -0.02 0.44 0.07 0.417
H 0.4103 -3.1626 2.6229 -0.56 -0.28 -1.11 0.239
H 1.8481 0.0787 3.5916 0.90 1.01 0.17 0.015
H 3.0663 1.8317 5.1197 -0.06 -0.03 -1.26 0.365
H 4.0307 3.7893 3.8191 0.18 0.75 0.41 0.395
H 3.4149 4.1833 1.5190 0.36 0.51 -0.51 0.549
Cl -4.7221 2.4645 1.3465 -0.51 0.34 0.12 -0.246
C -4.1980 1.1113 0.3187 0.32 -0.14 0.54 0.082
C -3.0691 1.5609 -0.6260 0.19 0.35 0.22 0.497
O -3.0129 2.7546 -0.9326 -0.14 -0.48 -0.13 -0.664
O -2.2889 0.6314 -1.0045 0.30 -0.40 -0.06 -0.704
H -5.0194 0.7439 -0.2829 -0.30 0.05 -0.02 0.467
H -3.9422 0.3565 1.0699 0.39 -0.13 -0.70 -0.305
```
Forces are in eV/Å.

Summary:
Charge: -1
Energy above the lowest of the compared OMol25 structures with the same formula, charge and spin in kJ/mol: 187.2
Spin multiplicity: 1
E_HOMO in eV: -4.6557

No. 3
The following is a DFT calculation (ωB97M-V/def2-TZVPD) of C3HN3O6 in the gas phase.

```
13
Properties=species:S:1:pos:R:3:forces:R:3:mulliken_charge:R:1
O 1.4203 3.2719 -1.8834 -0.62 -1.39 0.43 -0.232
N 1.1991 2.6885 -0.8586 0.95 2.63 0.34 0.018
C 0.6782 1.3677 -0.7704 -0.24 -1.54 -0.62 0.582
O 1.3083 0.4307 -1.1700 0.01 0.35 -0.08 -0.437
N -0.4402 1.3466 0.0511 0.14 0.32 -0.30 -0.094
C -1.0341 0.2275 0.6046 -0.11 -0.01 0.33 0.560
O -1.8792 0.2658 1.4353 -0.03 -0.02 -0.05 -0.473
O -0.5486 -0.9087 0.0152 0.10 -0.52 -0.25 -0.289
C -0.2111 -1.9910 0.7683 0.59 1.23 1.46 0.659
O -0.1228 -2.0459 1.9558 0.11 0.04 -0.52 -0.426
N -0.2398 -3.1396 -0.0333 -1.14 -1.95 -1.48 0.114
O 0.6771 -3.7469 -0.4924 0.18 1.06 0.69 -0.249
H -0.8071 2.2335 0.3778 0.06 -0.19 0.03 0.267
```
Forces are in eV/Å.

Summary:
Energy above the lowest of the compared OMol25 structures with the same formula, charge and spin in kJ/mol: 459.2
Spin multiplicity: 1
SMILES: O=NC(=O)NC(=O)OC(=O)N=O
E_HOMO (alpha / beta) in eV: -10.1503 / -10.1500

Record-wise molecular weight values, in u: 1054.01 807.16 175.06
Record-wise max |F| values, in hartree/bohr: 0.0305 0.0838 0.0547